C29H45BaNO6S2Si3Te | ωB97M-V/def2-TZVPD

LUMO level (eV): 3.62
Molecular weight (g/mol): 917.00
Orbital gap (eV): 4.7
Calculated total energy (eV): -97875.40035
Total charge: -2
Energy relative to the best compared isomer or geometry (same formula, charge and spin) (kJ/mol): 57.5

Last column: Mulliken charge in e.
Atoms and positions in Å:
Ba: -1.0314 0.2841 -0.6071  0.87
O: -2.9951 -1.5019 -0.1237  -0.75
S: -4.0793 -0.5262 0.1167  1.12
O: -5.3914 -1.0050 -0.2353  -0.77
O: -3.7097 0.7710 -0.4379  -0.60
C: -4.0887 -0.3827 1.9153  0.76
C: -4.6190 -1.5200 2.5213  -1.02
C: -4.6367 -1.6616 3.8967  -0.56
C: -4.1175 -0.6528 4.6898  -0.54
C: -3.5962 0.4861 4.1001  -0.47
C: -3.5709 0.6449 2.7146  -0.42
S: -2.8481 2.2293 2.1721  1.46
O: -3.8462 2.9210 1.3958  -0.73
O: -2.4755 2.8834 3.4114  -0.81
O: -1.6494 1.8466 1.3878  -0.21
H: -5.0174 -2.2973 1.8830  0.43
H: -5.0483 -2.5593 4.3427  0.37
H: -4.1110 -0.7512 5.7690  0.35
H: -3.1848 1.2823 4.7022  0.51
C: -0.1178 -3.0259 1.2154  -0.67
Si: 0.9719 -1.8629 2.2394  -0.06
C: -0.1127 -1.2475 3.6571  -0.68
C: 2.2166 -3.0511 3.0636  -1.12
C: 1.7091 -0.5085 1.2753  1.88
Si: 2.3606 0.9078 2.2332  -0.09
C: 3.2946 2.1686 1.1617  -0.99
C: 3.6291 0.4091 3.5713  -1.12
C: 1.1295 1.9610 3.1906  -0.71
Si: 2.8180 -1.0028 -0.0503  -1.01
C: 2.3618 -2.5687 -1.0121  -0.82
C: 4.6481 -1.3030 0.3946  -1.28
C: 2.9031 0.3155 -1.4428  -0.14
C: 4.0331 0.5036 -2.2460  -0.40
C: 4.0185 1.4374 -3.2665  -0.60
C: 2.8615 2.1705 -3.4819  -0.65
C: 1.7772 1.9229 -2.6574  -0.67
N: 1.7928 1.0365 -1.6659  1.43
H: -0.8262 -3.5576 1.8561  0.37
H: 0.4710 -3.7672 0.6727  0.31
H: -0.7105 -2.4852 0.4765  0.02
H: -0.7098 -2.0698 4.0629  0.37
H: -0.7978 -0.4595 3.3343  -0.10
H: 0.4919 -0.8378 4.4710  0.34
H: 1.7041 -3.8338 3.6334  0.35
H: 2.8814 -2.5122 3.7434  0.27
H: 2.8434 -3.5423 2.3121  0.23
H: 4.1366 1.7449 0.6084  0.24
H: 3.6833 2.9608 1.8097  0.49
H: 2.6231 2.6262 0.4305  0.06
H: 4.4619 -0.1669 3.1599  0.29
H: 3.1470 -0.2088 4.3347  0.26
H: 4.0357 1.2946 4.0724  0.35
H: 0.2834 2.2892 2.5869  -0.05
H: 1.6587 2.8476 3.5589  0.37
H: 0.7179 1.4419 4.0574  0.26
H: 2.4690 -3.4603 -0.3891  0.34
H: 3.0370 -2.6709 -1.8670  0.33
H: 1.3398 -2.5517 -1.3969  -0.06
H: 4.6918 -2.0275 1.2130  0.27
H: 5.1490 -0.3936 0.7359  0.34
H: 5.2181 -1.7139 -0.4451  0.37
H: 4.9239 -0.0826 -2.0577  0.35
H: 4.8936 1.5899 -3.8885  0.39
H: 2.7902 2.9068 -4.2722  0.42
H: 0.8423 2.4533 -2.8039  0.11
C: -0.1274 4.9836 -1.2150  -0.95
Te: -1.8078 3.7599 -1.7014  0.43
C: -1.4611 3.8628 -3.8086  -0.90
H: -0.2344 5.9622 -1.6777  0.38
H: 0.7960 4.5071 -1.5374  0.23
H: -0.1107 5.0931 -0.1323  0.31
H: -0.4246 3.6203 -4.0347  0.20
H: -1.7068 4.8507 -4.1916  0.38
H: -2.1003 3.1164 -4.2767  0.21
C: -0.4662 -0.3804 -3.4622  -1.89
C: -1.4968 -1.1973 -4.0117  1.35
C: -2.5053 -0.6834 -4.8703  -0.55
C: -3.5351 -1.4656 -5.3542  -0.43
C: -3.6381 -2.8161 -5.0257  -0.53
C: -2.6636 -3.3493 -4.1842  -0.59
C: -1.6288 -2.5756 -3.6968  -0.14
H: -0.2480 0.5361 -4.0125  0.11
H: 0.4407 -0.9027 -3.1493  0.39
H: -2.4605 0.3676 -5.1426  0.19
H: -4.2817 -1.0100 -5.9983  0.33
H: -4.4573 -3.4223 -5.3914  0.33
H: -2.7165 -4.3935 -3.8915  0.34
H: -0.8944 -3.0304 -3.0379  0.20